9 unconnected molecules or ions with the total composition C46H110N11O9. Source: OMol25; level of theory: wB97M-V/def2-TZVPD.

CARTESIAN COORDINATES (ANGSTROEM)
1 C -1.62571 0.31941 -2.50128
2 C -2.11292 1.73346 -2.86169
3 C -3.47898 1.61685 -3.53439
4 C -3.94625 2.83262 -4.38113
5 C -5.49658 2.87107 -4.35830
6 N -6.00499 3.98485 -3.48105
7 C -5.28311 4.24496 -2.38603
8 N -5.83512 4.37542 -1.16846
9 N -3.96518 4.46416 -2.51433
10 C -3.50388 4.20005 -3.87550
11 O -1.18139 2.33745 -3.73322
12 C -0.01842 2.85209 -3.08483
13 C -0.10025 4.34940 -2.97894
14 C 0.35874 5.14414 -4.02062
15 C 0.22694 6.51247 -3.92930
16 C -0.34481 7.11678 -2.83101
17 C -0.79410 6.33279 -1.78481
18 C -0.66238 4.96443 -1.87791
19 H -0.58189 0.30489 -2.21295
20 H -2.26956 -0.15830 -1.76612
21 H -1.69857 -0.26621 -3.41966
22 H -2.17727 2.25792 -1.89589
23 H -3.41028 0.77034 -4.21352
24 H -4.22267 1.38683 -2.77321
25 H -3.62688 2.72916 -5.41154
26 H -5.89003 3.02865 -5.35774
27 H -5.91995 1.94503 -3.98002
28 H -6.96386 3.81610 -3.19113
29 H -6.56770 3.77866 -0.82454
30 H -5.47545 5.08046 -0.54682
31 H -3.47845 3.92993 -1.80021
32 H -2.44401 4.36784 -4.00592
33 H -3.98932 4.94497 -4.50998
34 H 0.86349 2.55399 -3.64635
35 H 0.09925 2.43322 -2.08276
36 H 0.79112 4.65698 -4.88229
37 H 0.57027 7.11604 -4.75855
38 H -0.44809 8.19042 -2.79532
39 H -1.24668 6.79994 -0.92445
40 H -1.00341 4.34561 -1.05190
41 C 2.01971 -2.77134 1.63745
42 C 0.73393 -2.94079 0.83397
43 C 0.68061 -2.09487 -0.44277
44 O 0.39536 -0.72202 -0.22037
45 C 1.51973 0.06013 0.14167
46 N -0.41261 -2.66600 1.70600
47 H 2.04408 -1.82405 2.17812
48 H 2.10249 -3.56532 2.37971
49 H 2.89752 -2.81938 0.98876
50 H 0.68079 -3.98879 0.52496
51 H -0.14414 -2.46243 -1.06172
52 H 1.59818 -2.20712 -1.03312
53 H 2.43114 -0.28639 -0.35548
54 H 1.66552 0.05813 1.22506
55 H 1.32650 1.09104 -0.16353
56 H -1.27446 -2.87385 1.20601
57 H -0.44495 -1.65925 1.84866
58 C -1.36259 -6.25782 5.70455
59 C -1.48477 -5.03653 4.79869
60 C -2.90546 -4.80180 4.26150
61 O -3.29335 -5.66245 3.20582
62 C -3.77706 -6.93005 3.61111
63 N -0.50853 -5.12382 3.71205
64 H -1.37687 -7.19006 5.13965
65 H -0.41816 -6.22578 6.24701
66 H -2.17027 -6.28923 6.43963
67 H -1.22644 -4.16090 5.40118
68 H -2.94550 -3.79181 3.83813
69 H -3.64127 -4.83564 5.07351
70 H -4.33581 -6.86633 4.54936
71 H -2.96314 -7.65059 3.71637
72 H -4.44652 -7.29194 2.83066
73 H -0.56400 -4.24376 3.19781
74 H -0.83845 -5.82560 3.05397
75 C -5.09517 6.31323 -6.87452
76 C -3.89040 7.20174 -7.16885
77 C -4.18934 8.70476 -7.05526
78 O -4.89876 9.24554 -8.14801
79 C -6.30530 9.08806 -8.10069
80 N -3.35107 6.83849 -8.47997
81 H -5.81213 6.30075 -7.69420
82 H -4.77013 5.28121 -6.72122
83 H -5.61554 6.64030 -5.96974
84 H -3.12481 6.97452 -6.41850
85 H -3.23433 9.23626 -7.03798
86 H -4.70122 8.93920 -6.11152
87 H -6.68320 9.15278 -7.07596
88 H -6.61520 8.14140 -8.55031
89 H -6.74546 9.89474 -8.68488
90 H -2.48728 7.34871 -8.64041
91 H -3.98654 7.19964 -9.18681
92 C -0.24984 0.67473 5.60136
93 C -0.56489 -0.19060 4.38588
94 C -1.69950 0.36434 3.51295
95 O -3.00227 0.17134 4.03197
96 C -3.43773 1.14735 4.96580
97 N -0.82858 -1.56029 4.82662
98 H -0.99976 0.56751 6.38493
99 H 0.70718 0.38046 6.03077
100 H -0.18533 1.73091 5.32950
101 H 0.33373 -0.21255 3.75977
102 H -1.68565 -0.17595 2.56126
103 H -1.54040 1.42614 3.27925
104 H -3.05110 2.14084 4.72189
105 H -3.15465 0.87943 5.98571
106 H -4.52503 1.17968 4.91564
107 H -0.92677 -2.15950 4.00927
108 H -1.74685 -1.57551 5.26517
109 C 7.43722 -0.87584 -2.45178
110 C 6.78578 -0.48019 -1.13171
111 C 5.89044 -1.57352 -0.54039
112 O 4.62328 -1.71202 -1.16808
113 C 4.61144 -2.50798 -2.34002
114 N 6.06576 0.78510 -1.30549
115 H 6.73400 -0.84604 -3.28484
116 H 8.24822 -0.18914 -2.69544
117 H 7.85761 -1.88299 -2.39885
118 H 7.58638 -0.30695 -0.40729
119 H 5.66791 -1.29152 0.49014
120 H 6.40776 -2.54177 -0.51397
121 H 5.32372 -3.33496 -2.27267
122 H 4.82565 -1.90957 -3.22886
123 H 3.60670 -2.92030 -2.45007
124 H 5.72506 1.08706 -0.39580
125 H 5.22335 0.58714 -1.83939
126 C -8.17763 -2.14395 4.49289
127 C -6.65985 -2.15125 4.33860
128 C -5.95375 -3.08015 5.33946
129 O -5.86540 -2.56782 6.65580
130 C -7.01424 -2.76018 7.46177
131 N -6.15906 -0.77479 4.41144
132 H -8.49779 -1.57292 5.36405
133 H -8.64178 -1.68411 3.62004
134 H -8.56980 -3.15863 4.58493
135 H -6.43723 -2.52920 3.33595
136 H -4.92081 -3.21191 5.01813
137 H -6.41538 -4.07688 5.34484
138 H -7.50597 -3.71163 7.24082
139 H -7.72658 -1.94060 7.34147
140 H -6.68803 -2.77031 8.50129
141 H -5.16492 -0.77525 4.19300
142 H -6.20044 -0.49605 5.38898
143 C 8.85202 -7.76861 -3.07299
144 C 8.10535 -6.75692 -3.93604
145 C 8.71510 -5.34777 -3.90431
146 O 8.42905 -4.60720 -2.73176
147 C 9.27727 -4.87423 -1.62895
148 N 6.69055 -6.75592 -3.55083
149 H 8.64968 -7.62958 -2.01111
150 H 8.54047 -8.78093 -3.32860
151 H 9.93045 -7.70023 -3.22891
152 H 8.16815 -7.10363 -4.97164
153 H 8.27595 -4.77148 -4.72347
154 H 9.79766 -5.37759 -4.08172
155 H 10.29995 -5.08914 -1.94982
156 H 8.89722 -5.70252 -1.02666
157 H 9.28939 -3.98302 -1.00050
158 H 6.17042 -6.16332 -4.19213
159 H 6.61603 -6.28052 -2.65515
160 C 7.34572 1.26778 3.53619
161 C 5.85862 1.33296 3.20564
162 C 4.94713 1.34731 4.44115
163 O 4.78164 0.09079 5.06481
164 C 5.80376 -0.27565 5.97586
165 N 5.52704 0.23228 2.29298
166 H 7.64982 0.27270 3.86028
167 H 7.93720 1.51303 2.65395
168 H 7.60606 1.97891 4.32210
169 H 5.68501 2.27359 2.67357
170 H 3.94418 1.64170 4.11673
171 H 5.27877 2.09816 5.16985
172 H 6.19278 0.59295 6.51425
173 H 6.62184 -0.79198 5.46863
174 H 5.36769 -0.96601 6.69674
175 H 4.55931 0.33147 1.99366
176 H 5.52735 -0.62637 2.83968

Atoms 1-2, force components in eV/Å:
-0.35 0.12 -0.89
0.30 -1.17 0.57

Calculated values
Total charge: +1
Frontier orbital gap, eV: 7.3
Energy, Eh: -3097.79000

Results of the Löwdin charge analysis, in e, for atoms 1 through 4: number 1, C, carries -0.020; number 2, C, carries -0.407; number 3, C, carries -0.093; number 4, C, carries -0.231